No. 1
Molecular formula: C39H66N7O5S4
Method: DFT, ωB97M-V with the def2-TZVPD basis set

Structure (ORCA input):
```
! RIJCOSX wB97M-V def2-TZVPD def2/J DEFGRID3
* xyz -1 1
C 3.1666 -17.8397 12.0994
C 1.9710 -17.7535 11.1392
C 1.6972 -19.1522 10.5432
O 0.8435 -17.1131 11.6299
H 4.0166 -18.3599 11.6456
H 2.9915 -18.3145 13.0716
H 3.5667 -16.8639 12.3851
H 2.3823 -17.1911 10.2889
H 2.6503 -19.6026 10.2645
H 1.0097 -19.2078 9.6990
H 1.1878 -19.7895 11.2790
C 7.5414 -17.8597 13.7223
S 6.8643 -17.0536 15.1801
O 7.3228 -15.6110 15.0787
C 5.1218 -17.0947 14.6398
H 8.6016 -17.6199 13.6497
H 7.1285 -17.4768 12.7867
H 7.3752 -18.9352 13.7823
H 5.0395 -17.8543 13.8673
H 4.7807 -16.1511 14.2098
H 4.3488 -17.1966 15.4034
C 0.7415 -20.8411 5.2532
S 1.1060 -21.8944 6.6898
O 2.5782 -21.8664 7.0276
C 0.1178 -20.9908 7.9608
H 0.8317 -19.7763 5.4735
H -0.2369 -21.0392 4.8213
H 1.5167 -21.0800 4.5242
H 0.5605 -21.2042 8.9321
H -0.9428 -21.2014 7.8456
H 0.2074 -19.9025 7.9035
C 4.4435 -17.1007 6.1590
S 4.0297 -17.0347 7.9540
O 4.6297 -18.2137 8.6523
C 5.1062 -15.6229 8.2308
H 5.5163 -16.9753 6.0184
H 3.9540 -16.2973 5.6009
H 4.0095 -17.9863 5.6971
H 6.0654 -16.1554 8.2740
H 4.8925 -15.0784 9.1443
H 5.2969 -14.9981 7.3587
C -3.2377 -15.6464 14.6382
S -3.1232 -14.5734 13.1459
O -2.2796 -13.3531 13.3559
C -2.4344 -15.6775 11.8812
H -4.0891 -16.3038 14.4633
H -3.4314 -14.9533 15.4539
H -2.3865 -16.2787 14.8852
H -2.8514 -16.6816 11.9738
H -1.3436 -15.6470 11.8770
H -2.8012 -15.3492 10.9075
N -0.0409 -15.9411 8.9322
C -0.8650 -14.8974 8.5143
C -0.9303 -14.9677 7.1456
C -0.0996 -16.0078 6.6960
C 0.4258 -16.5804 7.8175
H 0.2913 -16.1064 9.8840
H -1.3054 -14.2750 9.2740
H -1.5026 -14.3454 6.4742
H -0.0022 -16.3969 5.6953
H 1.0695 -17.4259 8.0090
N 4.3996 -22.7681 8.7529
C 4.9425 -24.0261 8.8059
C 5.6456 -24.0645 10.0010
C 5.5567 -22.8476 10.6463
C 4.7792 -22.0401 9.8696
H 3.7034 -22.4337 8.0654
H 4.8293 -24.7681 8.0357
H 6.2170 -24.9386 10.2861
H 6.0348 -22.6794 11.5977
H 4.4449 -21.0149 9.8508
N 1.1942 -14.1982 10.6540
C 0.6618 -13.2434 11.4680
C 0.8211 -12.0673 10.7958
C 1.4618 -12.2989 9.5601
C 1.6853 -13.6833 9.4881
H 1.1898 -15.1667 10.9770
H 0.1183 -13.4997 12.3629
H 0.6384 -11.0682 11.1663
H 1.7052 -11.4780 8.9061
H 2.1243 -14.2457 8.6829
N -0.2263 -19.5059 13.8358
C -0.9827 -20.6612 13.8546
C -1.0118 -21.1031 15.1527
C -0.1920 -20.2970 15.9341
C 0.2984 -19.3039 15.0856
H -0.0535 -18.9059 13.0298
H -1.5802 -21.0569 13.0521
H -1.6113 -21.8965 15.5747
H -0.0630 -20.2924 17.0041
H 1.1340 -18.6463 15.2656
N 1.1298 -15.9538 14.2959
C 0.4023 -15.8889 15.4604
C 0.7940 -14.7224 16.0570
C 1.9219 -14.2040 15.4237
C 2.0341 -14.9378 14.2439
H 0.9650 -16.6229 13.5440
H -0.3816 -16.5482 15.7864
H 0.5066 -14.4315 17.0606
H 2.5531 -13.3596 15.6438
H 2.6710 -14.8699 13.3776
N -1.7178 -18.6222 10.1101
C -2.7018 -17.9268 9.4429
C -3.7741 -18.7534 9.2858
C -3.3941 -20.0725 9.6842
C -2.1233 -19.9211 10.2040
H -0.8209 -18.2051 10.3388
H -2.5604 -16.8935 9.1698
H -4.6446 -18.4983 8.6993
H -3.9652 -20.9657 9.5012
H -1.4652 -20.7115 10.5303
N 2.7765 -21.2066 14.6214
C 3.0849 -21.7840 15.8372
C 4.4422 -21.9324 15.9583
C 5.0068 -21.5093 14.7267
C 3.9692 -20.9489 14.0002
H 1.8837 -20.8895 14.2833
H 2.2063 -21.9517 16.4428
H 5.0796 -22.3883 16.6983
H 6.0527 -21.5344 14.4711
H 3.9967 -20.4035 13.0692
*
```

Relative energy (zero: lowest compared OMol25 entry of this formula, charge and spin): 2.298 eV
HOMO: -5.53 eV
Calculated total energy: -3877.734911 Ha

=====

No. 2
Molecular formula: C43H59GeN6OV
Method: DFT, ωB97M-V with the def2-TZVPD basis set

Structure (ORCA input):
```
! RIJCOSX wB97M-V def2-TZVPD def2/J DEFGRID3
* xyz 0 3
V 0.6885 1.0016 -0.6361
C 1.8006 -0.4680 -2.0702
C 2.6194 0.6873 -1.8828
C 2.9620 0.7141 -0.4909
C 2.3017 -0.4026 0.1128
C 1.6489 -1.1763 -0.8642
C 1.2438 -2.6304 -0.7173
C 0.0311 -2.8160 0.1942
C 2.4519 -3.3661 -0.1050
C 0.9711 -3.2713 -2.0787
C 3.8525 1.6109 0.3930
C 3.0553 2.8136 0.9122
C 4.3455 0.8063 1.6156
C 5.1260 2.1140 -0.2880
C 3.0629 1.5329 -3.0763
C 2.9318 3.0375 -2.8233
C 4.5114 1.1742 -3.4468
C 2.2069 1.2011 -4.3106
H 1.4129 -0.7948 -3.0196
H 2.4080 -0.6796 1.1476
H 0.2430 -2.4927 1.2107
H -0.2462 -3.8713 0.2277
H -0.8286 -2.2411 -0.1559
H 2.6889 -2.9888 0.8893
H 3.3362 -3.2503 -0.7318
H 2.2315 -4.4312 -0.0180
H 0.1200 -2.8256 -2.5924
H 0.7595 -4.3321 -1.9401
H 1.8419 -3.1926 -2.7301
H 2.1726 2.4936 1.4664
H 2.7292 3.4628 0.0958
H 3.6734 3.4075 1.5883
H 3.5545 0.6501 2.3508
H 5.1382 1.3618 2.1166
H 4.7439 -0.1660 1.3239
H 4.9393 2.7442 -1.1496
H 5.7643 1.2829 -0.5911
H 5.6875 2.7123 0.4314
H 3.6514 3.4184 -2.1031
H 1.9386 3.3021 -2.4666
H 3.0932 3.5787 -3.7567
H 5.2317 1.5375 -2.7215
H 4.7582 1.6202 -4.4112
H 4.6295 0.0939 -3.5375
H 1.1393 1.3255 -4.1235
H 2.3899 0.1858 -4.6637
H 2.4765 1.8795 -5.1193
C -3.0684 0.2982 4.4095
N -2.3278 -0.3343 3.3354
C -2.9361 -0.2052 2.0220
C -0.9743 -0.5001 3.4093
N -0.2434 -0.2991 2.3594
N -0.4833 -0.8604 4.6586
C 0.9476 -0.8157 4.8704
C -1.1471 -1.9112 5.4097
H -3.4012 1.2930 4.0951
H -2.4448 0.4036 5.2936
H -3.9529 -0.2898 4.6668
H -3.9750 -0.5294 2.0878
H -2.4079 -0.8344 1.3111
H -2.9221 0.8279 1.6463
H 0.6993 -0.6307 2.5420
H 1.4762 -1.6540 4.3935
H 1.1421 -0.8667 5.9404
H 1.3574 0.1222 4.4962
H -2.1664 -2.0400 5.0575
H -1.1678 -1.6618 6.4725
H -0.6178 -2.8636 5.2860
N -0.6332 2.7073 2.4030
C -0.4132 3.2668 1.1984
O -0.0549 2.4875 0.2315
C -0.5325 4.6397 0.9952
C -0.9929 5.4326 2.0650
N -1.4173 6.0009 2.9742
C -0.1076 5.2144 -0.2156
N 0.2432 5.6680 -1.2161
H -1.0201 3.2709 3.1426
H -0.7160 1.6927 2.4226
C -1.6551 -1.0627 -3.0367
Ge -1.3694 0.7421 -2.2718
C -3.0170 1.1167 -1.2418
C -4.0052 0.1603 -1.0325
C -5.1639 0.4661 -0.3320
C -5.3422 1.7356 0.1912
C -4.3638 2.7004 -0.0028
C -3.2192 2.3922 -0.7179
C -1.3931 2.1601 -3.6541
C -0.6706 3.2887 -3.3677
C -0.5333 4.3659 -4.2690
C -1.1163 4.2835 -5.4968
C -1.9309 3.1692 -5.8267
C -2.6169 3.1210 -7.0612
C -3.4835 2.1042 -7.3461
C -3.7132 1.1005 -6.3883
C -3.0434 1.1143 -5.1975
C -2.1075 2.1247 -4.8882
H -2.6201 -1.1759 -3.5278
H -1.6230 -1.7890 -2.2186
H -0.8795 -1.3212 -3.7548
H -3.8859 -0.8410 -1.4317
H -5.9274 -0.2906 -0.1955
H -6.2421 1.9767 0.7418
H -4.4981 3.6986 0.3945
H -2.4774 3.1647 -0.8796
H -0.1950 3.3841 -2.4007
H 0.0327 5.2377 -3.9681
H -1.0078 5.0796 -6.2229
H -2.4549 3.9230 -7.7706
H -4.0106 2.0824 -8.2903
H -4.4343 0.3194 -6.5895
H -3.2673 0.3589 -4.4561
*
```

Relative energy (zero: lowest compared OMol25 entry of this formula, charge and spin): 1.112 eV
HOMO (spin up / spin down): -7.82 / -7.77 eV
Calculated total energy: -5098.642728 Ha

=====

No. 3
Molecular formula: C18H21BrN2NiS3
Method: DFT, ωB97M-V with the def2-TZVPD basis set

Structure (ORCA input):
```
! RIJCOSX wB97M-V def2-TZVPD def2/J DEFGRID3
* xyz 2 1
Ni -0.2011 -0.1154 -0.1872
C -0.0107 -1.6264 -3.1864
C 0.0606 -0.1772 -3.6256
S 0.4923 0.9688 -2.2499
C -0.8043 2.2473 -2.4546
C -2.2314 1.8078 -2.1663
S -2.4067 0.8771 -0.5841
C -3.3623 -0.5839 -1.1230
C -2.6807 -1.4443 -2.1677
S -0.9793 -1.9078 -1.6557
H 0.9822 -2.0148 -2.9476
H -0.4533 -2.2502 -3.9673
H -0.8712 0.1633 -4.0706
H 0.8513 -0.0668 -4.3694
H -0.7225 2.6326 -3.4709
H -0.4899 3.0404 -1.7794
H -2.6375 1.1927 -2.9662
H -2.8702 2.6870 -2.0717
H -4.3237 -0.2264 -1.4886
H -3.5298 -1.1520 -0.2068
H -2.6346 -0.9650 -3.1441
H -3.2324 -2.3802 -2.2802
Br 2.0390 -7.1499 2.2970
C 1.7639 -5.2985 2.0034
C 2.1595 -4.3763 2.9685
C 1.9264 -3.0336 2.7839
C 1.3118 -2.5588 1.6102
C 0.9492 -3.5066 0.6442
C 1.1576 -4.8559 0.8310
N 1.0186 -1.2102 1.3718
C 1.5186 -0.3161 2.1567
C 1.1951 1.0861 2.0535
C 1.7154 1.9898 2.9835
C 1.4089 3.3346 2.8681
C 0.5672 3.7286 1.8391
C 0.0518 2.7620 0.9847
N 0.3666 1.4757 1.0649
H 2.6434 -4.7172 3.8689
H 2.2196 -2.3754 3.5857
H 0.4934 -3.1586 -0.2686
H 0.8508 -5.5704 0.0839
H 2.2072 -0.5587 2.9600
H 2.3454 1.6347 3.7832
H 1.8149 4.0530 3.5658
H 0.3076 4.7657 1.7004
H -0.6520 3.0613 0.2210
*
```

HOMO (spin up / spin down): -13.64 / -13.64 eV
Calculated total energy: -6084.366478 Ha

=====

No. 4
Molecular formula: CH4IN4P
Method: DFT, ωB97M-V with the def2-TZVPD basis set

Structure (ORCA input):
```
! RIJCOSX wB97M-V def2-TZVPD def2/J DEFGRID3
* xyz 0 3
C 0.5790 0.3272 -0.1325
N 1.7337 -0.1143 0.4084
N 1.5761 -1.4123 0.5226
N 0.3594 -1.6971 0.0727
N -0.3248 -0.6034 -0.3007
P 0.1764 2.0757 -0.4751
I -4.0073 -0.1867 1.0158
H 0.8950 1.8566 -1.7306
H 0.0836 -2.6394 -0.0404
H -2.4784 0.0871 0.4864
H 1.4071 2.3068 0.1734
*
```

Relative energy (zero: lowest compared OMol25 entry of this formula, charge and spin): 1.687 eV
HOMO (spin up / spin down): -6.49 / -9.77 eV
Calculated total energy: -898.314156 Ha

=====

No. 5
Molecular formula: C3H6N2O
Method: DFT, ωB97M-V with the def2-TZVPD basis set

Structure (ORCA input):
```
! RIJCOSX wB97M-V def2-TZVPD def2/J DEFGRID3
* xyz 0 1
C 0.7853 1.0796 0.0966
N -0.4883 1.3663 0.0082
C -1.3747 0.2568 -0.1676
C -0.7833 -1.0078 0.3496
O 0.4866 -1.1832 -0.3473
N 1.4549 -0.1848 -0.0991
H 1.4828 1.8855 0.2453
H -2.3694 0.5106 0.2504
H -1.5955 0.1658 -1.2738
H -0.6352 -0.8763 1.4763
H -1.2611 -1.9859 0.2223
H 1.9562 -0.4758 0.8226
*
```

Relative energy (zero: lowest compared OMol25 entry of this formula, charge and spin): 3.405 eV
SMILES: C1=NCCON1
HOMO: -9.61 eV
Calculated total energy: -302.567956 Ha

=====

No. 6
Molecular formula: CH3BCl2
Method: DFT, ωB97M-V with the def2-TZVPD basis set

Structure (ORCA input):
```
! RIJCOSX wB97M-V def2-TZVPD def2/J DEFGRID3
* xyz 0 1
B 0.1326 -0.0737 0.5594
C -1.1148 -0.1350 -0.3776
Cl -0.6239 -1.8177 0.0826
Cl -2.7505 0.2187 0.0043
H 1.1938 0.0738 0.0915
H -0.0682 0.1336 1.6955
H -1.0018 -0.2050 -1.9079
*
```

Relative energy (zero: lowest compared OMol25 entry of this formula, charge and spin): 2.328 eV
HOMO: -10.64 eV
Calculated total energy: -985.034647 Ha

=====

No. 7
Molecular formula: C4H8OS
Method: DFT, ωB97M-V with the def2-TZVPD basis set

Structure (ORCA input):
```
! RIJCOSX wB97M-V def2-TZVPD def2/J DEFGRID3
* xyz 0 1
C 1.6868 -0.8766 -0.1059
C 1.3825 0.7384 0.5604
C -1.1506 0.2255 -0.6545
C -2.1722 0.1843 0.5069
H 0.6696 -1.2962 -0.3873
H 2.3022 -1.5394 0.5692
H 2.0785 -0.5502 -1.0302
H 2.2551 1.3892 0.5187
H 0.9159 0.4424 1.4929
H -1.7558 0.3960 -1.5911
H -0.7230 -0.7224 -0.8760
H -2.2132 -0.4394 1.7980
O -3.3746 0.6511 -0.1769
S 0.0989 1.3972 -0.6243
*
```

Relative energy (zero: lowest compared OMol25 entry of this formula, charge and spin): 5.367 eV
HOMO: -8.83 eV
Calculated total energy: -630.437676 Ha

=====

No. 8
Molecular formula: C6H7Br2NO2S
Method: DFT, ωB97M-V with the def2-TZVPD basis set

Structure (ORCA input):
```
! RIJCOSX wB97M-V def2-TZVPD def2/J DEFGRID3
* xyz 0 1
C 2.6297 -1.7707 0.2417
C -1.7300 0.7451 0.9403
C -3.1772 1.1419 -0.8796
C 3.7983 -2.2412 -0.1762
C -0.5413 -0.0953 1.4021
C 1.5515 0.9532 -0.5582
N 1.5638 -1.4081 0.5859
O -2.3938 1.4217 1.6420
O -1.9815 0.5156 -0.2899
S 0.3802 -0.4596 -0.1781
Br 0.2281 2.4192 -0.8304
Br 2.2321 0.4399 -2.3723
H -3.3889 1.9850 -0.1957
H -3.9381 0.4459 -0.7957
H -3.0590 1.4555 -1.9111
H 3.9427 -3.2796 -0.2542
H 4.5176 -1.4387 -0.1162
H -0.8166 -1.2238 1.7136
H 0.1826 0.3942 2.0322
*
```

Relative energy (zero: lowest compared OMol25 entry of this formula, charge and spin): 2.520 eV
HOMO: -8.17 eV
Calculated total energy: -5984.087543 Ha

=====

No. 9
Molecular formula: C4H10N2
Method: DFT, ωB97M-V with the def2-TZVPD basis set

Structure (ORCA input):
```
! RIJCOSX wB97M-V def2-TZVPD def2/J DEFGRID3
* xyz 0 1
N 0.6619 -2.8533 -0.7200
C 0.0350 -1.8229 0.0233
C -0.1550 -0.5208 -0.2071
C -0.2060 0.4852 0.9247
C 0.1954 1.8945 0.5384
N -0.7023 2.4928 -0.4374
H 0.8061 -2.6155 -1.6939
H 1.5705 -2.9935 -0.2982
H -0.1109 -2.1442 1.0564
H -0.5025 -0.1708 -1.1782
H 0.4743 0.1158 1.6922
H -1.2337 0.5170 1.3121
H 1.2358 1.8156 0.1839
H 0.3099 2.5184 1.4225
H -0.6152 1.9383 -1.2812
H -0.4687 3.4450 -0.6844
*
```

Relative energy (zero: lowest compared OMol25 entry of this formula, charge and spin): 1.701 eV
SMILES: N/C=C/CCN
HOMO: -8.20 eV
Calculated total energy: -267.862831 Ha

=====

No. 10
Molecular formula: C4H11O3Tl
Method: DFT, ωB97M-V with the def2-TZVPD basis set

Structure (ORCA input):
```
! RIJCOSX wB97M-V def2-TZVPD def2/J DEFGRID3
* xyz 2 1
C -0.4623 -1.9457 -0.6149
O -0.5219 -0.5559 -0.2999
C 0.7150 0.0953 -0.2752
C 0.5917 1.4379 0.4012
O 0.7100 1.2862 1.7934
C 0.7980 2.5076 2.4806
H -0.7259 -3.0187 -0.5287
H 0.0329 -2.2576 0.3339
H 1.0910 0.2500 -1.3066
H 1.4746 -0.5105 0.2559
H -0.3833 1.8983 0.1566
H 1.3846 2.0997 0.0064
H 0.8628 2.2836 3.5520
H 1.6997 3.0679 2.1771
H -0.0869 3.1387 2.2880
Tl -0.2986 -2.2282 -3.0572
O -2.1800 -2.3151 -2.8418
H -2.7322 -3.0873 -2.9869
H -1.9690 -2.1460 -1.5340
*
```

Relative energy (zero: lowest compared OMol25 entry of this formula, charge and spin): 5.249 eV
HOMO (spin up / spin down): -16.09 / -16.16 eV
Calculated total energy: -556.165323 Ha

=====

No. 11
Molecular formula: CH4O2S
Method: DFT, ωB97M-V with the def2-TZVPD basis set

Structure (ORCA input):
```
! RIJCOSX wB97M-V def2-TZVPD def2/J DEFGRID3
* xyz 0 1
C 0.8957 0.2224 -0.0096
S -0.9093 -0.0516 0.0281
O -1.4239 0.3571 1.2948
O -1.4991 0.6147 -1.1298
H 1.4011 -0.6091 -0.4045
H 1.3153 0.8644 -0.7078
H 1.3701 0.3204 0.9842
H -1.1500 -1.7182 -0.0556
*
```

Relative energy (zero: lowest compared OMol25 entry of this formula, charge and spin): 2.501 eV
SMILES: C[SH](=O)=O
HOMO: -11.12 eV
Calculated total energy: -589.076011 Ha

=====

No. 12
Molecular formula: C19H17AsF6N3O9RhS2
Method: DFT, ωB97M-V with the def2-TZVPD basis set

Structure (ORCA input):
```
! RIJCOSX wB97M-V def2-TZVPD def2/J DEFGRID3
* xyz 0 1
Rh 0.4338 1.6822 -0.1422
F 1.8832 4.3705 -3.8935
C 0.7337 4.0181 -3.3436
F 0.6720 4.4817 -2.1155
F -0.2640 4.5288 -4.0444
S 0.5681 2.1588 -3.3564
O -0.2530 1.8553 -2.1673
O -0.0079 1.8211 -4.6075
N 2.0374 1.5941 -3.2162
S 2.5600 1.3829 -1.7558
O 2.5067 2.5782 -0.9255
O 1.9375 0.2326 -1.0774
C 4.3356 0.9813 -2.0396
F 4.4388 -0.0694 -2.8250
F 4.9318 2.0121 -2.5950
F 4.8779 0.7193 -0.8718
O 3.2530 1.7612 1.7653
C 2.3197 1.0104 1.8662
O 1.0479 1.3524 1.6931
C 2.5466 -0.4329 2.2393
C 3.7591 -0.7923 2.8153
C 4.0076 -2.1116 3.1530
C 3.0303 -3.0526 2.8868
C 1.8223 -2.7286 2.2990
C 1.5874 -1.4020 1.9832
N 3.2848 -4.4604 3.2388
O 2.4102 -5.2626 3.0044
O 4.3471 -4.7282 3.7470
H 4.4993 -0.0231 2.9906
H 4.9364 -2.4182 3.6106
H 1.0987 -3.5058 2.1007
H 0.6592 -1.1089 1.5144
C -3.0377 1.5312 -0.4865
As -1.5591 0.5970 0.3032
C -1.9211 0.4157 2.1802
C -1.5575 -1.1962 -0.4818
C -2.9537 -1.6456 -0.7967
C -3.7522 -2.2174 0.1902
C -5.0627 -2.5781 -0.0855
C -5.5887 -2.3711 -1.3528
C -4.7961 -1.8091 -2.3439
C -3.4863 -1.4475 -2.0672
H -3.9608 0.9924 -0.2762
H -2.8755 1.5883 -1.5607
H -3.0492 2.5329 -0.0625
H -2.9431 0.0648 2.3195
H -1.7855 1.3925 2.6392
H -1.2113 -0.2823 2.6166
H -1.0714 -1.8584 0.2345
H -0.9313 -1.1411 -1.3736
H -3.3416 -2.3931 1.1784
H -5.6711 -3.0273 0.6881
H -6.6097 -2.6541 -1.5694
H -5.1970 -1.6544 -3.3365
H -2.8702 -1.0094 -2.8441
O 0.0544 4.6334 2.3283
C -0.2116 3.8949 1.4669
N -0.6113 3.1973 0.5613
*
```

Relative energy (zero: lowest compared OMol25 entry of this formula, charge and spin): 0.000 eV
HOMO: -9.75 eV
Calculated total energy: -5317.457774 Ha